<1>
{"formula": "C2H3ClN2", "method": "ωB97M-V/def2-TZVPD", "smiles": "CN(Cl)C#N", "e_homo_ha": -0.370, "spin_multiplicity": 1, "homo_lumo_gap_ev": 9.907, "total_charge": 0, "symbols": ["H", "C", "Cl", "H", "H", "N", "C", "N"], "coordinates": [[-1.29, -0.72, -0.40], [-0.91, 0.26, -0.08], [1.46, 1.54, 0.02], [-0.75, 0.78, -0.97], [-1.52, 0.84, 0.61], [0.45, 0.20, 0.49], [1.00, -0.96, 0.28], [1.57, -1.93, 0.05]]}



<2>
{"formula": "C2H3ClN2", "method": "ωB97M-V/def2-TZVPD", "e_homo_ha": [-0.341, -0.340], "spin_multiplicity": 1, "homo_lumo_gap_ev": [8.654, 9.063], "total_charge": 0, "symbols": ["Cl", "H", "C", "N", "H", "N", "C", "H"], "coordinates": [[-3.36, -1.14, 0.01], [0.21, -0.99, -0.01], [-2.44, 0.30, 0.06], [-2.84, 1.46, -0.67], [0.51, 0.77, 0.64], [-2.92, 1.49, 0.58], [0.13, -0.01, 0.03], [-0.12, 0.36, -0.92]]}



Need the numbers? Relative energies in kJ/mol: <1> 0.0; <2> 390.1.



<1>
{"formula": "C2H3ClN2", "method": "ωB97M-V/def2-TZVPD", "smiles": "N#C[C@H](N)Cl", "e_homo_ha": -0.397, "spin_multiplicity": 1, "homo_lumo_gap_ev": 11.327, "total_charge": 0, "symbols": ["C", "H", "H", "N", "H", "N", "C", "Cl"], "coordinates": [[-0.02, -0.15, 0.33], [2.09, -0.07, -0.03], [0.99, -0.27, -1.35], [1.13, 0.07, -0.34], [-0.07, -0.33, 1.49], [-2.00, 1.65, -0.08], [-1.18, 0.87, 0.06], [-0.94, -1.79, -0.09]]}



<2>
{"formula": "C2H3ClN2", "method": "ωB97M-V/def2-TZVPD", "smiles": "CN(Cl)C#N", "e_homo_ha": -0.363, "spin_multiplicity": 1, "homo_lumo_gap_ev": 9.694, "total_charge": 0, "symbols": ["H", "C", "N", "C", "H", "H", "Cl", "N"], "coordinates": [[-0.65, 0.98, -0.29], [-0.17, 0.03, -0.04], [-1.45, -0.95, 0.29], [-1.57, -1.40, 1.53], [0.58, -0.09, 0.79], [0.22, -0.52, -1.05], [-1.78, -2.16, -0.96], [-1.78, -1.59, 2.63]]}



Need the numbers? Relative energies in kJ/mol: <1> 0.0; <2> 148.5.



<1>
{"formula": "H3NO2S", "method": "ωB97M-V/def2-TZVPD", "smiles": "NOSO", "e_homo_ha": -0.319, "spin_multiplicity": 1, "homo_lumo_gap_ev": 9.499, "total_charge": 0, "symbols": ["N", "H", "H", "O", "H", "S", "O"], "coordinates": [[-1.15, 0.33, -0.59], [1.33, -0.81, 1.77], [-1.90, 0.72, -0.22], [0.23, 0.90, -0.15], [-1.14, 0.44, -1.60], [1.34, -0.26, -0.22], [1.30, -1.32, 1.01]]}



<2>
{"formula": "H3NO2S", "method": "ωB97M-V/def2-TZVPD", "e_homo_ha": -0.377, "spin_multiplicity": 1, "homo_lumo_gap_ev": 9.264, "total_charge": 0, "symbols": ["H", "H", "N", "H", "O", "O", "S"], "coordinates": [[-0.54, 1.20, 1.40], [0.16, -0.19, 1.67], [-0.68, 0.20, 1.53], [-1.16, 0.26, 2.51], [1.75, -0.45, -1.63], [-0.46, -0.69, -2.70], [0.92, -0.33, -2.79]]}



<3>
{"formula": "H3NO2S", "method": "ωB97M-V/def2-TZVPD", "e_homo_ha": [-0.325, -0.322], "spin_multiplicity": 1, "homo_lumo_gap_ev": [8.092, 9.105], "total_charge": 0, "symbols": ["O", "O", "N", "S", "H", "H", "H"], "coordinates": [[-0.02, 0.50, -0.70], [-2.05, -0.96, -0.19], [1.51, 0.29, 0.45], [-1.37, 0.53, -0.09], [1.42, 1.28, 0.65], [2.10, 0.07, -0.48], [-1.58, -1.72, 0.35]]}



Need the numbers? Relative energies in kJ/mol: <1> 270.4; <2> 0.0; <3> 321.0.



<1>
{"formula": "C6H10N4", "method": "ωB97M-V/def2-TZVPD", "e_homo_ha": [-0.168, -0.269], "spin_multiplicity": 3, "homo_lumo_gap_ev": [5.694, 6.041], "total_charge": 0, "symbols": ["H", "C", "H", "N", "H", "N", "C", "C", "H", "H", "H", "C", "H", "C", "C", "N", "H", "H", "N", "H"], "coordinates": [[-1.46, -2.27, 0.55], [1.35, -1.31, 0.03], [-2.51, 2.25, 1.16], [0.70, 2.11, -0.67], [0.41, -0.51, -1.89], [-1.77, 0.70, 0.28], [-1.84, -1.66, -0.24], [1.16, 0.83, -0.37], [2.55, 1.28, 1.14], [0.43, 2.24, -1.67], [-1.42, -2.17, -1.20], [2.10, -0.67, 0.91], [-2.86, -1.71, -0.23], [-1.53, -0.29, -0.30], [0.80, -0.41, -0.92], [1.90, 0.67, 0.69], [2.50, -0.94, 1.85], [1.15, -2.37, -0.03], [-1.61, 1.75, 0.92], [-0.04, 2.47, -0.02]]}



<2>
{"formula": "C6H10N4", "method": "ωB97M-V/def2-TZVPD", "e_homo_ha": [-0.208, -0.279], "spin_multiplicity": 3, "homo_lumo_gap_ev": [6.260, 5.686], "total_charge": 0, "symbols": ["H", "N", "N", "H", "N", "H", "C", "C", "H", "C", "H", "H", "C", "C", "H", "N", "C", "H", "H", "H"], "coordinates": [[-1.20, 2.36, -0.63], [-0.73, -2.14, 0.39], [1.98, -0.50, -0.65], [0.29, -2.20, 0.40], [1.98, -1.75, -0.43], [-3.24, -1.28, -0.11], [-0.53, 0.33, -0.03], [1.68, 0.30, 0.40], [1.62, -0.12, 1.40], [2.03, 1.75, 0.26], [2.21, -2.24, -1.31], [3.11, 1.88, 0.37], [-1.18, -0.86, 0.13], [-2.64, 0.72, -0.47], [1.75, 2.12, -0.72], [-2.50, -0.60, -0.13], [-1.42, 1.33, -0.43], [-3.60, 1.13, -0.70], [1.54, 2.34, 1.03], [-1.14, -2.59, 1.21]]}



Need the numbers? Relative energies in kJ/mol: <1> 155.3; <2> 0.0.



<1>
{"formula": "C4H12NO2", "method": "ωB97M-V/def2-TZVPD", "e_homo_ha": [-0.676, -0.675], "spin_multiplicity": 2, "homo_lumo_gap_ev": [8.503, 4.819], "total_charge": 2, "symbols": ["H", "H", "H", "H", "O", "C", "H", "C", "C", "O", "H", "H", "H", "H", "H", "C", "H", "N", "H"], "coordinates": [[0.73, -1.60, 1.88], [1.19, -0.54, -0.21], [-0.97, 0.00, -2.19], [-0.92, 1.58, 0.34], [2.30, 2.10, -0.30], [-0.14, -1.23, 1.36], [-2.00, 1.15, -1.69], [-0.40, 0.94, -0.36], [-0.72, -2.46, 0.69], [-1.79, -2.48, 0.15], [0.99, 0.54, 1.11], [-2.05, -0.29, -0.93], [-0.20, -3.45, 0.67], [-0.96, -0.82, 1.96], [2.35, 3.05, -0.18], [0.43, -0.11, 0.43], [3.20, 1.80, -0.43], [-1.41, 0.38, -1.35], [0.36, 1.44, -0.96]]}



<2>
{"formula": "C4H12NO2", "method": "ωB97M-V/def2-TZVPD", "e_homo_ha": [-0.573, -0.573], "spin_multiplicity": 2, "homo_lumo_gap_ev": [4.831, 2.034], "total_charge": 2, "symbols": ["H", "H", "C", "N", "H", "H", "H", "H", "C", "C", "H", "H", "H", "C", "H", "H", "H", "O", "O"], "coordinates": [[0.06, -3.30, 6.24], [3.08, 1.52, -0.64], [0.22, -1.54, -0.27], [-0.99, -1.11, -0.27], [0.01, 2.84, -2.20], [0.44, -2.36, 0.40], [-1.73, 2.86, -2.05], [-2.36, -0.21, -1.60], [-0.74, 1.22, -1.11], [-0.85, 2.18, -2.17], [0.78, -4.22, 5.28], [0.95, -1.11, -0.95], [-1.09, 1.68, -3.12], [-1.44, 0.00, -1.06], [2.59, 2.94, -0.96], [0.08, 1.43, -0.40], [-1.80, -1.58, 0.15], [2.28, 2.07, -0.67], [0.53, -3.30, 5.39]]}



Need the numbers? Relative energies in kJ/mol: <1> 0.0; <2> 139.7.



<1>
{"formula": "C35H30N11O6SbSe4Ti", "method": "ωB97M-V/def2-TZVPD", "e_homo_ha": [-0.135, -0.135], "spin_multiplicity": 2, "homo_lumo_gap_ev": [4.765, 4.765], "total_charge": -1, "symbols": ["C", "N", "C", "N", "H", "C", "C", "H", "H", "N", "H", "Sb", "C", "C", "C", "H", "O", "H", "H", "C", "H", "C", "H", "C", "H", "N", "H", "O", "C", "C", "C", "C", "H", "C", "C", "C", "C", "N", "C", "C", "H", "H", "C", "C", "N", "H", "N", "N", "C", "H", "Se", "O", "H", "C", "Se", "H", "C", "N", "C", "C", "H", "H", "H", "Ti", "C", "O", "H", "H", "C", "N", "O", "H", "O", "C", "H", "H", "C", "H", "C", "C", "H", "C", "N", "H", "C", "H", "Se", "Se"], "coordinates": [[3.03, -1.68, 7.25], [2.30, -0.67, 3.92], [-2.05, 1.78, -1.87], [2.64, -1.86, 3.39], [-2.85, 0.30, 4.92], [0.27, -1.70, 7.51], [1.05, -2.41, 8.42], [-6.97, 0.65, 3.84], [2.72, 0.84, 5.25], [-1.26, 2.68, -2.47], [-2.71, -6.57, 1.15], [4.09, 1.62, -1.42], [2.00, 5.02, 0.19], [1.28, -0.14, 3.23], [-3.89, 0.07, 5.10], [-7.59, -0.75, 5.78], [-3.89, -7.78, -0.57], [-1.38, -4.62, 1.98], [3.95, -0.42, 5.13], [-3.53, 1.86, -2.18], [0.55, 1.74, -2.16], [0.18, 2.76, -2.22], [-0.21, 3.48, 2.21], [-3.17, -1.30, 7.01], [-5.82, -1.68, 7.25], [-3.58, 0.70, 2.17], [-5.33, 1.73, 2.49], [-0.97, -1.45, -1.85], [1.82, -1.97, 2.37], [-2.38, -4.81, -1.74], [0.88, -0.99, 6.48], [-2.41, -5.76, 0.49], [-1.61, 1.28, 2.75], [-5.57, -1.04, 6.42], [2.43, -2.39, 8.29], [-1.69, -4.68, 0.95], [1.35, 4.69, 1.37], [-1.85, -0.21, 1.25], [-1.50, -2.60, -2.18], [-6.20, 0.28, 4.50], [-1.67, 3.33, -3.11], [2.84, 5.70, 0.19], [0.55, 3.49, -0.95], [-4.46, 1.43, 3.07], [-3.49, -6.96, -1.37], [-3.07, -1.45, -0.04], [-3.26, -2.03, 8.06], [-0.08, 3.17, 0.18], [2.88, -0.24, 5.17], [4.11, -1.69, 7.15], [1.87, -1.88, -1.23], [-1.89, -1.06, 6.65], [-3.87, 0.87, -2.50], [-1.70, -3.67, -1.28], [4.43, 3.09, 0.51], [-1.79, -2.71, -3.22], [2.26, -0.97, 6.34], [-4.09, -0.18, 1.28], [1.58, 4.43, -0.99], [-4.23, -0.74, 6.17], [0.57, -2.98, 9.20], [3.04, -2.94, 8.99], [-4.06, 2.12, -1.27], [-0.29, -0.98, -0.20], [0.32, 3.77, 1.30], [-1.63, 0.92, -1.10], [0.67, 3.23, -3.06], [0.87, 0.84, 3.44], [-6.55, -0.52, 5.59], [-1.95, -2.31, 8.45], [-3.69, -7.04, -2.57], [1.84, -2.80, 1.68], [-0.56, -2.66, 0.59], [-1.19, -1.73, 7.60], [0.26, -0.45, 5.77], [-3.92, 2.32, 3.40], [-3.01, -0.70, 0.74], [1.67, 5.10, 2.32], [-1.30, -3.64, 0.10], [-2.25, 0.67, 2.13], [2.10, 4.62, -1.92], [-2.73, -5.81, -0.87], [0.95, -0.93, 2.23], [-3.76, 2.59, -2.96], [-4.87, 0.58, 4.25], [-2.65, -4.90, -2.78], [1.69, 0.30, -0.44], [3.30, 3.02, -3.25]]}



<2>
{"formula": "C35H30N11O6SbSe4Ti", "method": "ωB97M-V/def2-TZVPD", "e_homo_ha": [-0.156, -0.163], "spin_multiplicity": 2, "homo_lumo_gap_ev": [5.486, 5.687], "total_charge": -1, "symbols": ["H", "H", "C", "N", "H", "H", "N", "Ti", "C", "H", "C", "C", "N", "H", "H", "Sb", "C", "H", "O", "N", "O", "C", "H", "C", "O", "N", "C", "H", "Se", "H", "Se", "H", "C", "H", "H", "H", "N", "Se", "C", "H", "H", "C", "H", "C", "N", "H", "N", "H", "C", "C", "H", "C", "C", "O", "N", "C", "N", "H", "C", "C", "H", "Se", "H", "C", "H", "O", "C", "C", "C", "H", "C", "C", "C", "H", "N", "C", "C", "C", "H", "O", "C", "C", "H", "C", "H", "C", "C", "C"], "coordinates": [[3.32, 8.77, 0.20], [-1.29, 0.60, -5.04], [3.04, -0.64, 1.50], [0.08, 4.78, 0.53], [-1.83, 5.73, 2.81], [-4.63, 3.87, 0.45], [-1.49, 0.40, 3.09], [0.07, -0.67, 0.03], [-3.09, -0.43, -4.56], [-1.07, 2.46, -1.49], [2.09, 5.69, -0.52], [3.32, 7.71, -0.03], [-0.75, 5.73, 1.01], [3.00, -0.87, -1.66], [-3.84, -1.91, -1.62], [-0.32, -3.23, 5.05], [-2.45, 0.07, 2.05], [5.35, 1.14, -0.37], [-2.99, 0.45, -6.69], [6.96, 5.35, -0.46], [-4.77, -0.61, -6.12], [-3.81, 3.17, 0.35], [0.12, 5.51, -1.38], [5.60, -1.58, -0.65], [5.70, 3.57, -0.62], [-3.66, -0.18, -5.88], [7.95, -0.87, -1.16], [5.98, -2.39, -0.03], [0.11, -2.69, 1.57], [-4.41, 1.95, 2.02], [0.74, -3.06, -0.65], [1.59, 1.40, 3.69], [-2.03, -0.87, -2.03], [8.19, -1.92, -1.28], [0.12, 1.82, 4.61], [5.33, -2.00, -1.62], [2.34, -0.51, 0.34], [-2.18, -1.73, 5.49], [-2.86, 3.32, -0.64], [0.57, 0.87, -3.52], [9.38, 2.20, -1.33], [4.50, 5.65, -0.39], [5.46, 7.51, 0.05], [-1.27, -0.15, -3.01], [4.38, -1.11, -0.04], [3.28, 3.94, -0.82], [-1.71, 1.37, 0.13], [1.17, 7.59, -0.16], [-3.30, -1.36, -2.37], [2.11, 7.05, -0.23], [-1.76, 0.19, 4.06], [8.63, 1.43, -1.19], [5.75, 4.91, -0.48], [-1.57, -1.07, -0.83], [7.79, 4.24, -0.59], [0.16, 3.76, 1.40], [-0.61, 4.00, 2.45], [0.78, 0.17, 4.69], [7.01, 3.22, -0.68], [4.51, 7.01, -0.10], [0.73, 2.87, 1.23], [1.75, -2.17, 5.61], [2.61, -0.52, 2.47], [-0.21, 0.63, 2.87], [9.93, -0.21, -1.61], [0.29, 0.53, 1.72], [0.02, 0.35, -2.73], [6.35, 0.84, -0.66], [-3.84, -1.14, -3.62], [-3.39, -0.16, 2.54], [-2.62, 1.22, 1.09], [3.21, -0.82, -0.60], [-1.14, 5.21, 2.16], [-4.82, -1.51, -3.89], [4.29, -0.99, 1.31], [6.65, -0.50, -0.82], [8.93, 0.09, -1.35], [-1.83, 2.39, -0.72], [-2.15, -0.84, 1.52], [0.62, 0.25, -1.58], [0.79, 4.96, -0.72], [-3.69, 2.10, 1.23], [-2.91, 4.13, -1.35], [3.29, 5.00, -0.60], [0.97, 3.97, -1.14], [7.34, 1.80, -0.85], [-1.84, 0.05, -4.28], [0.62, 1.04, 4.04]]}



Need the numbers? Relative energies in kJ/mol: <1> 227.0; <2> 0.0.



<1>
{"formula": "C10H39O10", "method": "ωB97M-V/def2-TZVPD", "e_homo_ha": -0.145, "spin_multiplicity": 1, "homo_lumo_gap_ev": 6.254, "total_charge": -1, "symbols": ["C", "H", "H", "H", "H", "H", "H", "H", "H", "H", "C", "H", "H", "H", "O", "C", "C", "H", "C", "H", "H", "O", "H", "H", "H", "H", "H", "O", "H", "C", "H", "O", "H", "C", "C", "C", "H", "O", "H", "O", "H", "H", "H", "H", "H", "C", "O", "O", "H", "O", "H", "H", "H", "O", "H", "H", "H", "H", "H"], "coordinates": [[4.72, -10.47, 17.69], [9.31, -11.24, 17.79], [2.26, -15.46, 13.65], [4.88, -10.60, 18.77], [2.57, -14.20, 14.85], [8.62, -14.55, 18.83], [6.20, -16.92, 14.75], [10.84, -14.98, 19.07], [7.14, -10.64, 14.85], [2.96, -17.87, 18.15], [5.44, -14.03, 16.61], [1.73, -13.79, 13.33], [10.09, -14.38, 20.55], [3.76, -9.96, 17.58], [8.82, -15.38, 19.28], [6.75, -12.14, 13.66], [8.37, -11.64, 17.40], [7.63, -10.84, 17.45], [1.58, -12.12, 17.05], [10.40, -16.13, 20.36], [7.55, -14.98, 15.66], [5.73, -9.67, 17.08], [5.42, -8.77, 17.16], [9.18, -13.54, 14.45], [4.63, -18.91, 15.95], [0.12, -15.49, 14.30], [6.76, -13.01, 14.33], [7.60, -11.10, 14.14], [4.67, -11.47, 17.28], [10.10, -15.22, 19.85], [5.75, -11.75, 13.45], [8.17, -15.28, 14.94], [2.32, -16.52, 16.19], [9.32, -14.45, 15.06], [2.33, -16.27, 17.25], [1.86, -14.55, 14.10], [0.58, -13.23, 15.85], [5.33, -18.26, 16.05], [4.50, -16.56, 15.23], [3.29, -16.99, 18.00], [2.18, -11.62, 16.28], [2.23, -12.88, 17.50], [4.87, -17.87, 14.07], [8.53, -11.87, 16.33], [4.96, -14.34, 15.65], [5.22, -17.34, 14.97], [6.49, -14.83, 16.99], [0.62, -14.81, 14.76], [1.32, -16.37, 17.66], [8.01, -12.80, 18.12], [5.81, -12.98, 16.48], [9.38, -14.12, 16.11], [7.35, -13.29, 17.57], [0.36, -12.63, 16.57], [4.61, -13.93, 17.35], [2.59, -15.21, 17.35], [10.23, -14.99, 14.80], [7.17, -12.47, 12.71], [1.41, -11.38, 17.84]]}



<2>
{"formula": "C10H39O10", "method": "ωB97M-V/def2-TZVPD", "e_homo_ha": -0.133, "spin_multiplicity": 1, "homo_lumo_gap_ev": 6.140, "total_charge": -1, "symbols": ["H", "H", "C", "H", "H", "O", "O", "H", "H", "H", "H", "C", "H", "O", "C", "H", "C", "H", "H", "H", "H", "O", "H", "C", "H", "O", "H", "H", "H", "O", "H", "O", "H", "H", "C", "H", "H", "O", "H", "H", "H", "H", "H", "C", "H", "H", "H", "H", "C", "C", "O", "H", "C", "H", "H", "O", "H", "H", "H"], "coordinates": [[0.03, -4.31, -1.84], [-0.48, -0.92, -1.28], [1.08, -4.02, -1.87], [-3.97, -3.17, -1.54], [-2.76, 0.43, -0.26], [-2.07, -1.84, 3.81], [3.70, -2.24, 1.36], [-3.16, -5.39, -1.40], [2.24, 2.22, 1.70], [-2.98, -2.11, 3.69], [0.81, 2.41, -0.27], [-3.77, 0.47, -0.67], [3.17, 3.51, 1.03], [-1.87, 2.54, 1.14], [-1.96, -0.57, 3.28], [4.41, -2.18, 2.00], [2.54, -1.70, 1.93], [3.19, 2.08, 0.12], [2.53, -2.14, 2.92], [-4.65, 0.85, -2.37], [1.15, -0.35, -1.06], [5.03, -1.17, -0.89], [1.31, -5.71, -2.55], [-2.93, -3.38, -1.30], [0.16, 6.26, -1.57], [1.66, -4.86, -2.84], [0.00, 4.01, -0.85], [-4.35, -0.44, -0.52], [-1.10, -0.04, 3.69], [-3.75, 0.84, -2.06], [-0.77, 5.96, -0.05], [-2.91, -4.72, -0.76], [0.10, -0.48, 0.33], [-2.54, -2.72, -0.52], [0.13, -0.20, -0.73], [-1.50, 3.57, 2.87], [1.55, -4.16, -0.90], [-0.33, 1.08, -1.02], [-0.20, 2.41, 2.43], [-1.37, 2.19, 0.40], [3.71, -1.18, -2.47], [4.89, 0.12, -2.50], [-2.29, -3.24, -2.17], [2.53, 2.68, 0.75], [-2.85, 0.03, 3.47], [-1.83, -0.59, 2.20], [4.42, -1.66, -0.34], [-4.21, 1.27, -0.07], [-0.93, 3.13, 2.06], [-0.68, 5.74, -1.11], [1.40, 3.13, -0.03], [1.64, -2.05, 1.41], [4.26, -0.48, -1.84], [1.10, -3.01, -2.28], [3.56, 0.22, -1.37], [-0.72, 4.33, -1.40], [-1.55, 6.19, -1.58], [2.60, -0.62, 2.06], [-0.41, 3.98, 1.63]]}



Need the numbers? Relative energies in kJ/mol: <1> 0.0; <2> 47.4.